1.
{"formula": "C4H8O2", "method": "wB97M-V/def2-TZVPD", "e_homo_ha": -0.3175, "orbital_gap_ev": 9.38, "relative_energy_kcal_mol": 103.33, "e_tot_ev": -8368.8008, "total_charge": 0, "symbols": ["C", "C", "C", "O", "C", "O", "H", "H", "H", "H", "H", "H", "H", "H"], "xyz": [[-1.751035, -0.523424, -0.359107], [-0.306567, -0.723792, 0.037260], [0.323854, 0.161780, 0.891653], [1.422927, -0.285311, 1.589748], [1.337704, 1.356582, -0.544956], [2.442831, 1.670727, -0.424818], [-2.002995, -1.110168, -1.248810], [-1.948067, 0.529865, -0.589675], [-2.430719, -0.826378, 0.445104], [0.313353, -0.328842, -1.280961], [0.080678, -1.742463, 0.021845], [-0.225229, 0.998131, 1.323582], [2.015947, 0.454995, 1.775299], [0.727314, 0.368297, -1.636165]], "atomic_forces_ev_per_a": [[-0.05, 0.04, -0.03], [0.01, 0.06, 0.44], [-0.48, -0.21, 0.00], [0.17, 0.06, 0.07], [1.29, 0.60, 0.07], [-1.19, -0.37, -0.06], [0.07, 0.11, 0.15], [0.02, -0.13, 0.06], [0.08, 0.05, -0.10], [0.21, 0.08, -0.32], [0.03, 0.18, -0.02], [0.10, -0.13, -0.05], [-0.08, -0.10, 0.01], [-0.16, -0.24, -0.21]]}

=====

2.
{"formula": "C4H8O2", "method": "wB97M-V/def2-TZVPD", "e_homo_ha": -0.3656, "orbital_gap_ev": 11.01, "relative_energy_kcal_mol": 44.23, "e_tot_ev": -8371.3635, "total_charge": 0, "symbols": ["O", "C", "C", "C", "C", "O", "H", "H", "H", "H", "H", "H", "H", "H"], "xyz": [[1.798007, 1.001006, 0.680014], [0.685408, 1.490520, -0.025822], [-0.430482, 0.461312, -0.116868], [-0.193911, -0.842000, -0.886182], [-0.750411, -1.496401, 0.381532], [-0.600656, -0.266405, 1.119858], [1.442287, 0.651156, 1.509817], [0.297434, 2.418948, 0.422448], [1.025572, 1.728799, -1.039831], [-1.373316, 0.953588, -0.397829], [-0.743461, -0.980790, -1.820054], [0.870968, -1.041140, -1.032942], [-0.188041, -2.325379, 0.823235], [-1.810648, -1.774804, 0.304805]], "atomic_forces_ev_per_a": [[-0.03, -0.09, 0.22], [-0.24, 0.15, -0.22], [0.01, 0.24, -0.18], [0.08, -0.06, -0.08], [-0.05, -0.33, -0.02], [-0.10, 0.08, 0.11], [0.15, -0.08, -0.12], [0.09, -0.15, 0.01], [-0.09, 0.02, 0.10], [0.13, -0.03, -0.01], [0.08, 0.01, 0.17], [-0.15, 0.02, 0.02], [-0.05, 0.17, -0.02], [0.17, 0.04, 0.02]]}

=====

3.
{"formula": "C4H8O2", "method": "wB97M-V/def2-TZVPD", "e_homo_ha": -0.3135, "orbital_gap_ev": 8.51, "relative_energy_kcal_mol": 102.62, "e_tot_ev": -8368.8315, "total_charge": 0, "symbols": ["C", "C", "C", "O", "C", "O", "H", "H", "H", "H", "H", "H", "H", "H"], "xyz": [[-1.231656, -0.862428, -0.015780], [-0.771073, 0.241649, -0.931346], [0.757859, 1.173144, 0.454264], [0.328650, 0.878110, 1.673340], [1.775620, 0.207148, -0.015961], [2.346336, -0.515130, 0.788869], [-2.062877, -1.412530, -0.471007], [-1.587651, -0.456000, 0.937031], [-0.430282, -1.579046, 0.196285], [-1.594892, 0.883225, -1.263552], [-0.191601, -0.085269, -1.795594], [-0.155128, 1.263980, -0.410837], [0.757849, 0.030058, 1.936540], [2.058848, 0.233094, -1.082256]], "atomic_forces_ev_per_a": [[0.01, -0.03, 0.02], [-0.05, -0.23, -0.06], [-0.02, -0.23, -0.01], [0.07, -0.07, 0.00], [0.14, -0.14, 0.14], [-0.18, 0.24, -0.32], [0.12, 0.07, 0.05], [0.04, -0.06, -0.15], [-0.11, 0.12, -0.03], [0.15, 0.00, 0.09], [-0.06, 0.05, 0.14], [0.01, 0.14, -0.05], [-0.06, 0.13, 0.03], [-0.05, -0.01, 0.13]]}

=====

Please write out number 1 again, unchanged.
{"formula": "C4H8O2", "method": "wB97M-V/def2-TZVPD", "e_homo_ha": -0.3175, "orbital_gap_ev": 9.38, "relative_energy_kcal_mol": 103.33, "e_tot_ev": -8368.8008, "total_charge": 0, "symbols": ["C", "C", "C", "O", "C", "O", "H", "H", "H", "H", "H", "H", "H", "H"], "xyz": [[-1.751035, -0.523424, -0.359107], [-0.306567, -0.723792, 0.037260], [0.323854, 0.161780, 0.891653], [1.422927, -0.285311, 1.589748], [1.337704, 1.356582, -0.544956], [2.442831, 1.670727, -0.424818], [-2.002995, -1.110168, -1.248810], [-1.948067, 0.529865, -0.589675], [-2.430719, -0.826378, 0.445104], [0.313353, -0.328842, -1.280961], [0.080678, -1.742463, 0.021845], [-0.225229, 0.998131, 1.323582], [2.015947, 0.454995, 1.775299], [0.727314, 0.368297, -1.636165]], "atomic_forces_ev_per_a": [[-0.05, 0.04, -0.03], [0.01, 0.06, 0.44], [-0.48, -0.21, 0.00], [0.17, 0.06, 0.07], [1.29, 0.60, 0.07], [-1.19, -0.37, -0.06], [0.07, 0.11, 0.15], [0.02, -0.13, 0.06], [0.08, 0.05, -0.10], [0.21, 0.08, -0.32], [0.03, 0.18, -0.02], [0.10, -0.13, -0.05], [-0.08, -0.10, 0.01], [-0.16, -0.24, -0.21]]}